[1]
The following is a quantum chemistry calculation of a cluster of 2 separate species, C31H32N4O in total at a distorted geometry, from the Open Molecules 2025 dataset.

Computed properties:
* charge: 0
* HOMO level: -0.21148 Eh
* gap between HOMO and LUMO: 4.8 eV
* LUMO level: -0.92 eV
* E_tot: -1494.638526 a.u.
* energy relative to the best compared isomer or geometry (same formula, charge and spin): 0.0 kJ/mol

```
68
C31H32N4O, DFT ωB97M-V/def2-TZVPD
C -3.94429 -0.78505 -0.86436
C -3.45063 -1.13774 -2.24957
C -4.26308 -2.27184 -2.84658
N -2.04766 -1.55271 -2.23269
N -1.79186 -2.84518 -2.37259
N -0.45701 -2.94812 -2.23248
C 0.07512 -4.30991 -2.03280
C -0.40858 -5.13738 -3.19602
C -0.42991 -4.91528 -0.73567
C 0.13642 -1.73861 -2.03975
C 1.59419 -1.60716 -2.00364
C 2.27664 -1.33809 -0.80276
C 3.66822 -1.27396 -0.76958
C 4.41501 -1.46832 -1.93754
C 3.75069 -1.70925 -3.15032
C 2.36096 -1.78427 -3.18431
C -0.90258 -0.79281 -1.95821
C -0.81226 0.56234 -1.65055
H -4.99037 -0.46437 -0.92410
H -3.89402 -1.67060 -0.21747
H -3.35413 0.03064 -0.43414
H -3.48188 -0.24002 -2.87746
H -5.32125 -1.99256 -2.81733
H -3.99281 -2.46374 -3.89258
H -4.13711 -3.20618 -2.28274
H 1.16215 -4.19866 -2.01753
H -0.10820 -6.17887 -3.07130
H -1.49474 -5.07766 -3.25453
H 0.01120 -4.76686 -4.13533
H -0.09118 -5.95182 -0.66859
H -0.05250 -4.37550 0.13856
H -1.52141 -4.91051 -0.70605
H 1.68610 -1.17572 0.09812
H 4.16161 -1.05298 0.17759
H 5.50871 -1.42345 -1.90836
H 4.32311 -1.82141 -4.07331
H 1.83119 -1.95457 -4.12364
H 0.19746 0.92142 -1.47589
H -1.69496 1.18238 -1.70440
N 0.65456 9.25407 -0.88906
C 0.78420 8.15753 -0.50065
C 0.91156 6.79577 -0.05287
C 2.09188 6.06331 -0.27357
C 2.15485 4.72862 0.09989
C 1.05536 4.08198 0.70449
C 1.15117 2.68914 1.09413
C 0.38826 2.15914 2.08438
C 0.73961 0.88749 2.72577
C 0.28660 0.71392 4.15554
C -0.18727 1.78054 4.94914
C -0.54880 1.57838 6.28241
C -0.40749 0.30985 6.85696
C 0.10029 -0.74794 6.08955
C 0.46046 -0.54044 4.75481
O 1.40722 0.01946 2.14274
C -0.09607 4.85475 0.98387
C -0.17083 6.18346 0.59477
H 2.95707 6.56082 -0.71767
H 3.06344 4.14917 -0.05980
H 1.97249 2.09876 0.67943
H -0.48573 2.67854 2.47755
H -0.25425 2.77198 4.50211
H -0.94372 2.41517 6.86224
H -0.69371 0.13955 7.89877
H 0.21926 -1.74560 6.50826
H 0.88888 -1.35011 4.16730
H -0.94288 4.39940 1.49194
H -1.07277 6.75764 0.81751
```

***

[2]
The following is a quantum chemistry calculation of a structure of composition C31H32N6O5Rb, from the Open Molecules 2025 dataset.

Computed properties:
* charge: -1
* HOMO level: -0.16612 Eh
* gap between HOMO and LUMO: 6.5 eV
* LUMO level: 1.96 eV
* E_tot: -1929.477444 a.u.
* energy relative to the best compared isomer or geometry (same formula, charge and spin): 0.0 kJ/mol

```
75
C31H32N6O5Rb, DFT ωB97M-V/def2-TZVPD
Rb -1.76789 0.07639 1.94257
C 1.92075 -2.13846 -4.99806
C 1.38811 -1.43544 -3.78102
C 1.74159 -0.16843 -3.44242
C 1.23721 0.45714 -2.27051
C 1.62968 1.76526 -1.99203
N 1.28534 2.46524 -0.94163
C 1.75788 3.82683 -0.71391
C 1.31525 4.37708 0.63577
C 2.13941 3.83151 1.79964
N 1.95220 2.40723 1.89687
C 2.92355 1.65284 1.58247
C 2.86438 0.20961 1.43576
C 3.83721 -0.36367 0.61714
C 3.80990 -1.68721 0.21928
C 4.85946 -2.27600 -0.68467
C 2.73451 -2.44268 0.68119
C 1.74633 -1.95186 1.52094
C 0.64366 -2.88141 1.79075
N -0.46119 -2.67054 2.37310
C -1.42733 -3.75602 2.34889
C -2.77738 -3.30520 1.79180
C -2.82631 -3.04403 0.28668
N -1.86148 -2.04863 -0.16708
C -1.09853 -2.38987 -1.11247
C -0.09046 -1.56038 -1.79832
C 0.45647 -2.09278 -2.93200
C 0.33216 -0.23108 -1.36393
O -0.02682 0.30256 -0.29556
C 1.79145 -0.58038 1.98139
O 0.93628 -0.13057 2.79436
H 2.58840 -1.48883 -5.56491
H 1.11457 -2.45217 -5.66582
H 2.48258 -3.03615 -4.72760
H 2.43211 0.39240 -4.06733
H 2.27914 2.27067 -2.70579
H 0.74277 1.94787 -0.23867
H 1.38491 4.46187 -1.52153
H 2.85231 3.83585 -0.76581
H 0.25916 4.14389 0.79477
H 1.40267 5.46576 0.60512
H 1.80108 4.30134 2.72698
H 3.19976 4.10419 1.65135
H 0.43669 1.25481 3.46569
H 3.89550 2.09757 1.29556
H 4.63317 0.28186 0.24887
H 5.47251 -1.49008 -1.12986
H 4.41018 -2.84265 -1.50423
H 5.53412 -2.95452 -0.15418
H 2.64483 -3.47759 0.35601
H 0.82501 -3.87414 1.34040
H -1.58220 -4.09491 3.37832
H -1.05196 -4.61964 1.77216
H -3.13530 -2.42454 2.32616
H -3.51240 -4.09017 1.99210
H -3.82476 -2.65982 0.05676
H -2.68639 -3.98972 -0.26367
H -1.17531 -3.40464 -1.53849
H 0.13907 -3.09466 -3.21337
O -5.72328 -1.15006 0.17770
C -5.07025 -0.34129 0.86526
O -4.52391 -0.51578 1.97518
C -4.91947 1.05819 0.22842
C -5.82596 1.45441 -0.75576
C -5.70235 2.70449 -1.32749
C -4.65651 3.52449 -0.92223
C -3.79084 3.04131 0.04266
N -3.91527 1.84632 0.61924
H -6.59472 0.75199 -1.04375
H -6.40208 3.03873 -2.08474
H -4.51106 4.51011 -1.34524
H -2.95090 3.64445 0.37612
O 0.16200 3.15702 6.01850
C 0.04408 2.52852 5.02889
N -0.14712 1.96620 3.99323
```

***

[3]
The following is a quantum chemistry calculation of a structure of composition C31H32N6O6SSn, from the Open Molecules 2025 dataset.

Computed properties:
* charge: +2
* HOMO level: -0.53120 Eh
* gap between HOMO and LUMO: 7.7 eV
* LUMO level: -6.79 eV
* E_tot: -2592.597721 a.u.
* energy relative to the best compared isomer or geometry (same formula, charge and spin): 42.3 kJ/mol

```
77
C31H32N6O6SSn, DFT ωB97M-V/def2-TZVPD
Sn 0.07842 -1.33567 0.04798
C 3.62330 1.22852 1.34777
C 2.35337 0.67098 1.22397
N 2.09635 -0.33713 0.40187
C 3.11482 -0.88298 -0.30438
C 4.41131 -0.35659 -0.27797
C 4.64723 0.73389 0.57587
C 5.43040 -0.95585 -1.09221
C 5.15892 -2.04063 -1.84747
C 3.85537 -2.64119 -1.83588
C 3.53677 -3.81993 -2.53932
C 2.27803 -4.35442 -2.43084
C 1.32080 -3.71252 -1.64010
N 1.60583 -2.60224 -0.96993
C 2.84194 -2.06489 -1.07005
H 3.77962 2.04852 2.03369
H 1.52043 1.06118 1.79237
H 5.63751 1.16901 0.62840
H 6.42031 -0.51943 -1.08431
H 5.92720 -2.48979 -2.46312
H 4.28928 -4.29666 -3.15485
H 2.00116 -5.26097 -2.94923
H 0.31464 -4.10764 -1.55228
O -4.22720 5.07453 2.30496
C -4.12468 4.08922 1.40226
O -4.68098 4.14770 0.34471
C -3.23282 2.92555 1.74018
C -3.64717 1.65810 1.33345
C -2.80377 0.57279 1.46264
C -1.53516 0.77169 1.99587
C -1.12420 2.01425 2.44671
C -1.98583 3.09894 2.32174
N -0.62511 -0.34114 2.00804
C -0.26569 -0.84566 3.11667
C 0.58488 -2.04046 3.14569
C 0.94873 -2.61661 4.34557
C 1.63586 -3.82688 4.32265
C 1.89688 -4.40781 3.09834
C 1.49821 -3.75274 1.93668
N 0.87409 -2.58184 1.95088
H -3.84762 4.82243 3.15591
H -4.62651 1.54258 0.88906
H -3.10693 -0.41359 1.12840
H -0.13672 2.15241 2.87205
H -1.65625 4.08088 2.63912
H -0.62819 -0.43710 4.05870
H 0.67929 -2.13884 5.27809
H 1.93476 -4.30931 5.24298
H 2.39535 -5.36356 3.02156
H 1.68372 -4.20241 0.97213
O -3.20760 -1.96050 -1.20383
S -2.03479 -2.77726 -1.06858
O -2.11074 -4.18234 -1.29725
O -1.46516 -2.54328 0.41771
O -0.86010 -2.13995 -1.81293
C -2.18326 4.29009 -2.35269
C -1.30904 3.24930 -3.03381
N -1.44749 1.90202 -2.44303
C -2.56345 1.07326 -2.95027
C -3.82529 1.13899 -2.10115
C -0.66301 1.48729 -1.46616
C 0.44112 2.37787 -0.98788
N -0.86214 0.31293 -0.87904
H -1.96337 5.27735 -2.75756
H -2.00969 4.31484 -1.27517
H -3.24260 4.09537 -2.50723
H -0.26192 3.53944 -3.01157
H -1.57160 3.15166 -4.08572
H -2.21048 0.04415 -3.06088
H -2.76864 1.43640 -3.95483
H -3.69865 0.63978 -1.14265
H -4.62655 0.61585 -2.62138
H -4.13701 2.16789 -1.92666
H 1.24024 2.45075 -1.72700
H 0.84121 1.99684 -0.05912
H 0.06484 3.38158 -0.79755
H -1.68480 -0.14703 -1.26881
```

***

Q: Among the records above, which one has the lowest HOMO level?
A: C31H32N6O6SSn